Molecular formula: C28H56BCl29NO6S2
Method: DFT, the ωB97M-V functional and the def2-TZVPD basis

Results
net charge	-1
DFT total energy	-429211.5155	eV
LUMO	1.236	eV

The geometry in XYZ format:
```
123
C28H56BCl29NO6S2, DFT the ωB97M-V functional and the def2-TZVPD basis
C 1.017 -0.741 3.251
C 0.840 -1.151 1.638
C 0.469 0.161 0.692
C 1.898 1.037 0.666
N -0.091 -0.106 -0.642
C -0.269 -1.487 -1.107
C -1.650 -2.264 -0.564
C -2.300 -3.241 -1.756
S -3.163 -4.748 -0.959
C -0.408 1.024 -1.530
C -1.668 0.797 -2.602
C -3.109 0.491 -1.896
C -4.251 1.583 -2.444
C -4.789 2.598 -1.265
S -5.582 1.698 0.196
O -6.176 0.305 -0.179
O -4.541 1.581 1.335
Cl -7.098 2.995 0.925
C 0.842 1.568 -2.500
B 1.476 0.461 -3.512
O 0.804 -0.220 -4.642
O 2.927 0.111 -3.314
C -0.854 2.437 -0.738
O -1.797 2.501 0.207
O -0.158 3.740 -1.009
H 0.333 0.189 3.525
H 2.149 -0.491 3.412
H 0.770 -1.695 3.919
H 0.031 -1.992 1.629
H 1.904 -1.523 1.247
H -0.236 0.807 1.410
H 2.388 1.140 1.723
H 2.607 0.529 -0.131
H 1.725 2.148 0.278
H 0.607 -2.261 -0.857
H -0.351 -1.596 -2.296
H -2.431 -1.530 -0.097
H -1.359 -3.026 0.307
H -1.399 -3.647 -2.384
H -3.128 -2.705 -2.385
H -2.739 -4.901 0.377
H -1.764 1.811 -3.191
H -1.471 -0.065 -3.370
H -3.488 -0.558 -2.276
H -3.103 0.445 -0.727
H -5.203 0.946 -2.780
H -3.904 2.162 -3.404
H -3.986 3.395 -0.927
H -5.672 3.231 -1.760
H 1.682 2.118 -1.900
H 0.334 2.402 -3.187
H 1.171 -1.173 -4.598
H 3.003 -0.693 -2.713
C 3.485 -1.748 -6.403
Cl 2.307 -2.835 -5.657
Cl 4.895 -2.641 -6.985
H 3.014 -1.238 -7.247
H 3.810 -1.013 -5.663
C 6.785 -4.717 -4.883
Cl 5.607 -5.803 -4.136
Cl 8.195 -5.610 -5.464
H 6.314 -4.207 -5.727
H 7.110 -3.982 -4.142
C 1.283 -0.712 7.232
Cl 2.263 0.530 6.445
Cl 1.910 -2.329 6.890
H 1.298 -0.546 8.312
H 0.257 -0.643 6.863
C -2.899 4.441 3.111
Cl -3.163 6.134 3.549
Cl -1.277 3.910 3.574
H -3.636 3.821 3.626
H -3.014 4.331 2.030
C -1.315 4.309 7.238
Cl -2.493 3.222 7.985
Cl 0.095 3.415 6.657
H -1.786 4.818 6.394
H -0.990 5.044 7.979
C -3.517 -4.464 3.411
Cl -2.537 -3.222 2.624
Cl -2.890 -6.081 3.069
H -3.502 -4.298 4.491
H -4.543 -4.395 3.042
C 11.433 -7.883 -7.145
Cl 10.040 -8.861 -7.620
Cl 11.063 -6.896 -5.726
H 12.269 -8.546 -6.909
H 11.706 -7.226 -7.974
C -4.919 -2.583 7.251
Cl -3.840 -2.455 5.857
Cl -5.712 -4.162 7.299
H -4.336 -2.449 8.166
H -5.682 -1.803 7.183
C 3.812 4.154 4.951
Cl 4.218 2.435 4.871
Cl 3.269 4.753 3.380
H 3.013 4.297 5.682
H 4.698 4.715 5.259
C 0.485 0.964 -8.338
Cl -0.693 -0.123 -7.591
Cl 1.895 0.071 -8.919
H 0.014 1.473 -9.182
H 0.810 1.699 -7.597
C -1.315 1.308 10.725
Cl -2.493 0.221 11.472
Cl 0.095 0.414 10.144
H -1.786 1.817 9.881
H -0.990 2.043 11.466
C -2.917 1.927 -9.909
Cl -1.937 3.170 -10.696
Cl -2.290 0.310 -10.251
H -2.902 2.094 -8.829
H -3.943 1.996 -10.279
C -4.714 6.093 -3.061
Cl -4.458 5.986 -4.807
Cl -3.410 5.289 -2.177
H -4.745 7.145 -2.769
H -5.662 5.612 -2.810
C 5.498 -0.936 4.806
Cl 5.333 -1.644 3.194
Cl 7.070 -1.325 5.514
H 5.401 0.150 4.729
H 4.710 -1.332 5.451
```

=====

Molecular formula: C28H56F8InN2O26S10
Method: DFT, the ωB97M-V functional and the def2-TZVPD basis

Results
net charge	+1
DFT total energy	-221393.6840	eV
LUMO	-10.127	eV

The geometry in XYZ format:
```
131
C28H56F8InN2O26S10, DFT the ωB97M-V functional and the def2-TZVPD basis
In -3.588 4.187 -0.343
C 3.112 2.095 -1.649
F 2.533 2.704 -2.656
F 3.114 0.702 -1.769
F 4.333 2.597 -1.545
S 2.232 2.695 -0.055
O 3.214 2.864 0.967
O 1.372 3.806 -0.402
N 0.916 1.559 0.286
S 1.475 0.455 1.203
O 2.855 0.085 0.955
O 1.025 0.532 2.615
C 0.502 -1.069 0.494
F 0.563 -0.761 -0.867
F 0.980 -2.287 0.841
F -0.808 -0.970 0.817
N -2.392 4.839 -5.308
S -2.312 6.003 -6.183
O -3.271 6.049 -7.279
O -1.021 6.602 -6.347
F -2.948 6.991 -5.101
S -1.815 3.724 -6.481
O -0.499 3.804 -7.105
O -2.870 3.073 -7.225
F -1.552 2.559 -5.412
C 5.019 9.732 -2.060
C 6.084 8.846 -1.307
C 7.257 8.697 -2.406
S 6.459 8.694 -4.069
O 6.266 7.344 -4.682
O 6.979 9.723 -4.883
C 4.773 9.172 -3.418
H 5.281 10.789 -2.105
H 4.063 9.621 -1.548
H 5.629 7.896 -1.023
H 6.553 9.164 -0.376
H 8.010 7.917 -2.300
H 7.721 9.681 -2.342
H 4.109 8.309 -3.457
H 4.379 9.809 -4.209
C -7.127 -1.046 6.137
C -6.730 -2.410 5.420
C -7.165 -2.265 3.927
S -7.341 -0.509 3.498
O -8.377 -0.279 2.503
O -6.016 0.143 3.557
C -7.984 -0.163 5.218
H -6.196 -0.485 6.220
H -7.668 -1.261 7.058
H -6.927 -3.356 5.925
H -5.640 -2.390 5.402
H -8.155 -2.720 3.908
H -6.545 -2.787 3.198
H -9.064 -0.282 5.306
H -7.944 0.926 5.266
C 2.408 4.063 7.438
C 1.528 4.082 8.758
C 0.043 4.284 8.393
S -0.052 5.273 6.875
O -0.393 6.627 7.184
O -0.655 4.556 5.727
C 1.775 5.367 6.800
H 2.209 3.197 6.808
H 3.493 4.117 7.527
H 2.017 4.776 9.441
H 1.627 3.053 9.104
H -0.549 4.825 9.131
H -0.460 3.346 8.158
H 1.912 6.230 7.452
H 2.168 5.736 5.852
C 0.510 -3.355 -7.836
C 0.965 -4.128 -9.169
C 2.468 -4.164 -9.301
S 3.137 -3.790 -7.593
O 4.391 -3.036 -7.590
O 2.980 -5.070 -6.861
C 1.730 -2.657 -7.216
H 0.301 -4.122 -7.091
H -0.375 -2.725 -7.932
H 0.405 -3.775 -10.035
H 0.616 -5.149 -9.009
H 2.837 -3.292 -9.841
H 2.970 -5.031 -9.731
H 1.895 -1.697 -7.705
H 1.638 -2.417 -6.157
C -5.645 -10.409 -1.888
C -4.357 -10.284 -0.968
C -3.539 -9.215 -1.525
S -4.712 -7.875 -2.221
O -4.743 -7.735 -3.692
O -4.788 -6.647 -1.231
C -6.206 -8.930 -1.931
H -6.125 -11.220 -1.340
H -5.328 -10.689 -2.892
H -3.850 -11.248 -0.948
H -4.729 -9.926 -0.008
H -2.882 -9.528 -2.336
H -2.905 -8.723 -0.787
H -6.846 -8.570 -2.737
H -6.527 -8.575 -0.952
C 3.838 -4.629 7.646
C 3.197 -4.455 6.171
O 2.057 -3.643 6.383
S 1.338 -3.857 7.829
O 0.580 -5.088 7.983
O 0.520 -2.711 8.344
O 2.786 -4.050 8.538
H 4.868 -4.280 7.712
H 3.757 -5.645 8.033
H 2.747 -5.432 5.995
H 3.886 -4.084 5.413
C -6.775 -0.050 -3.554
C -7.709 1.152 -3.608
O -7.825 1.861 -2.316
O -5.643 0.157 -2.692
H -6.360 -0.396 -4.501
H -7.363 -0.903 -3.217
H -8.742 0.835 -3.751
H -7.634 1.948 -4.348
H -8.214 1.291 -1.649
H -5.356 -0.727 -2.455
C 8.591 -0.400 1.477
C 8.382 -1.727 0.468
O 7.729 -2.737 1.273
O 9.920 -0.289 1.948
H 7.794 -0.491 2.215
H 8.536 0.533 0.915
H 9.358 -2.142 0.216
H 7.719 -1.517 -0.371
H 8.317 -3.308 1.773
H 10.491 -0.115 1.196
```